(1)
Density functional theory data (ωB97M-V/def2-TZVPD) for C23H10ClF5N2O2OsS as an isolated structure.

Net charge: +1
E_LUMO (alpha / beta), eV: -4.63 / -5.93
HOMO (alpha / beta), eV: -9.06 / -11.40
HOMO-LUMO gap (alpha / beta), eV: 4.430 / 5.472
Spin multiplicity: 6
Relative energy (zero: lowest compared OMol25 entry of this formula, charge and spin), eV: 2.722
Maximum force, eV/A: 5.20
M, g/mol: 699.1

Element x y z (Å)
Os  -0.107  -0.129  -0.597
Cl  -4.219  -5.783  -2.534
C  -3.343  -4.210  -2.252
C  -3.561  -3.145  -3.175
C  -2.868  -1.978  -3.062
C  -1.670  -2.014  -2.069
O  -1.089  -0.852  -2.139
C  -1.538  -3.064  -1.061
C  -0.585  -2.934  0.051
N  0.173  -1.948  0.287
C  1.181  -1.980  1.340
C  1.292  -2.976  2.158
C  2.216  -2.788  3.225
C  2.762  -1.613  3.508
C  2.619  -0.424  2.528
C  3.089  0.876  2.791
C  2.900  1.832  1.780
C  2.281  1.468  0.578
N  1.665  0.234  0.448
C  1.887  -0.674  1.407
C  -2.440  -4.140  -1.152
H  -4.446  -3.040  -3.811
H  -3.195  -1.192  -3.799
H  -0.559  -3.840  0.692
H  0.802  -3.955  2.289
H  2.266  -3.635  3.941
H  3.303  -1.333  4.383
H  3.600  1.196  3.681
H  3.304  2.792  2.029
H  2.053  2.169  -0.236
H  -2.302  -5.006  -0.561
F  0.079  7.085  -0.877
C  0.009  5.771  -0.992
C  0.110  5.165  -2.217
F  0.339  6.014  -3.287
C  0.034  3.806  -2.408
F  0.125  3.246  -3.599
C  -0.243  2.869  -1.323
O  -0.143  1.583  -1.513
C  -0.466  3.546  -0.089
F  -0.762  2.796  0.967
C  -0.320  4.917  0.028
F  -0.530  5.491  1.196
S  -1.894  -0.130  2.526
C  -1.810  -0.076  0.921



(2)
Density functional theory data (ωB97M-V/def2-TZVPD) for a 2-piece molecular cluster, C52H62F3N2 overall.

Net charge: +1
E_LUMO, eV: -6.34
HOMO, eV: -8.37
HOMO-LUMO gap, eV: 2.033
Relative energy (zero: lowest compared OMol25 entry of this formula, charge and spin), eV: 0.000
Maximum force, eV/A: 2.58
M, g/mol: 772.1

Element x y z (Å)
C  1.175  -2.229  0.787
C  1.441  -3.298  -0.264
C  2.620  -2.761  -1.087
C  1.938  -4.575  0.410
C  0.188  -3.606  -1.159
C  0.238  -3.142  -2.481
C  -0.435  -3.825  -3.488
C  -1.304  -4.849  -3.133
C  -1.730  -5.003  -1.808
C  -3.040  -5.854  -1.669
C  -3.884  -5.507  -0.459
C  -2.697  -7.352  -1.676
C  -4.002  -5.607  -2.843
C  -0.928  -4.417  -0.781
N  -1.233  -4.627  0.617
C  -1.208  -5.947  1.248
C  -1.935  -5.742  2.551
N  -2.012  -4.278  2.703
C  -2.378  -3.764  4.018
C  -1.413  -3.826  5.078
C  0.072  -4.326  5.030
C  0.955  -3.512  5.995
C  0.769  -4.185  3.690
C  0.131  -5.785  5.516
C  -1.807  -3.485  6.372
C  -3.051  -2.944  6.647
C  -4.014  -2.983  5.656
C  -3.728  -3.432  4.365
C  -5.028  -3.642  3.531
C  -6.021  -2.484  3.721
C  -5.711  -4.926  4.030
C  -4.775  -3.731  2.050
C  -1.666  -3.657  1.506
C  -1.843  -2.343  1.060
C  -2.316  -1.272  1.902
C  -1.726  -1.058  3.174
C  -2.322  -0.177  4.067
C  -3.421  0.597  3.661
C  -3.897  0.512  2.344
C  -3.348  -0.406  1.455
H  0.478  -2.591  1.545
H  2.113  -1.966  1.302
H  0.737  -1.327  0.344
H  2.877  -3.431  -1.916
H  2.418  -1.753  -1.472
H  3.504  -2.675  -0.437
H  2.294  -5.290  -0.342
H  2.765  -4.346  1.097
H  1.145  -5.063  0.978
H  0.880  -2.300  -2.760
H  -0.264  -3.585  -4.538
H  -1.720  -5.491  -3.914
H  -4.219  -4.464  -0.495
H  -4.774  -6.157  -0.438
H  -3.357  -5.680  0.474
H  -2.439  -7.681  -2.691
H  -1.849  -7.599  -1.028
H  -3.568  -7.934  -1.341
H  -3.649  -6.028  -3.788
H  -4.968  -6.080  -2.622
H  -4.186  -4.536  -2.980
H  -1.673  -6.704  0.608
H  -0.172  -6.274  1.421
H  -2.951  -6.180  2.547
H  -1.407  -6.188  3.402
H  0.782  -3.776  7.044
H  2.014  -3.715  5.783
H  0.790  -2.436  5.864
H  0.216  -4.654  2.880
H  0.949  -3.132  3.439
H  1.747  -4.693  3.732
H  -0.556  -6.448  4.976
H  1.151  -6.179  5.394
H  -0.132  -5.835  6.581
H  -1.127  -3.640  7.210
H  -3.284  -2.547  7.632
H  -5.036  -2.717  5.931
H  -5.518  -1.515  3.619
H  -6.803  -2.540  2.952
H  -6.526  -2.532  4.693
H  -5.049  -5.796  3.927
H  -5.976  -4.829  5.091
H  -6.632  -5.119  3.462
H  -4.115  -4.563  1.834
H  -5.715  -3.904  1.504
H  -4.308  -2.816  1.671
H  -1.702  -2.170  -0.007
H  -0.791  -1.578  3.401
H  -1.916  -0.078  5.073
H  -3.862  1.312  4.360
H  -4.688  1.178  2.001
H  -3.683  -0.498  0.416
F  -0.591  7.883  -2.563
C  -0.604  7.052  -3.655
F  -1.906  6.924  -4.038
F  0.056  7.712  -4.662
C  0.050  5.734  -3.364
C  -0.564  4.531  -3.724
C  -0.034  3.329  -3.276
C  1.155  3.289  -2.469
C  1.578  2.084  -1.834
C  2.852  1.966  -1.172
C  3.748  0.883  -1.456
C  4.969  0.784  -0.790
C  5.349  1.746  0.162
C  4.504  2.843  0.416
C  3.264  2.933  -0.208
C  1.872  4.536  -2.358
C  1.296  5.735  -2.742
H  -1.475  4.550  -4.321
H  -0.546  2.391  -3.507
H  0.949  1.193  -1.947
H  3.468  0.165  -2.233
H  5.630  -0.064  -0.998
H  6.274  1.621  0.731
H  4.812  3.617  1.121
H  2.578  3.748  0.044
H  2.862  4.568  -1.901
H  1.800  6.681  -2.534